[1]
{"formula": "H3N3OS", "method": "ωB97M-V/def2-TZVPD", "species": ["N", "N", "N", "O", "S", "H", "H", "H"], "positions_angstrom": [[2.2441, -2.3918, 0.4753], [1.1728, -2.0624, 0.0694], [-1.6465, 0.6384, -0.6882], [0.3743, -1.2026, -0.0383], [-1.9169, -0.9296, -1.1458], [2.8240, -1.6717, 0.8033], [-1.7160, 1.2612, -1.4715], [-2.2330, 0.8051, 0.0928]], "forces_ev_per_a": [[0.501, -1.878, -0.378], [-0.938, -1.854, -0.470], [-0.108, -0.964, -0.544], [0.233, 1.662, 0.375], [-0.546, -0.486, -0.664], [1.120, 1.905, 0.885], [0.030, 0.582, 0.115], [-0.291, 1.032, 0.681]], "lowdin_charge": [0.129, -0.213, -0.446, -0.077, 0.548, 0.057, 0.010, -0.008], "homo_ha": [-0.2992, -0.3134], "multiplicity": 3, "e_above_lowest_kj_mol": 34.6, "orbital_gap_ev": [9.06, 7.56]}

---

[2]
{"formula": "H3N4O2", "method": "ωB97M-V/def2-TZVPD", "species": ["N", "N", "N", "N", "O", "O", "H", "H", "H"], "positions_angstrom": [[2.5245, -0.0425, 0.3304], [-0.5774, -0.2352, -0.6990], [-1.9064, -0.6445, -0.1838], [-0.2616, 0.9249, -0.3991], [-0.8295, 1.7603, 0.3263], [3.4471, -0.6744, -0.2662], [-1.5894, -1.2111, 0.6310], [-2.3071, 0.3319, 0.2538], [1.4999, -0.2094, 0.0066]], "forces_ev_per_a": [[2.474, -1.364, -1.044], [-1.857, -0.861, 0.160], [-0.431, 2.118, 1.819], [4.135, 1.077, -1.403], [-2.258, 0.011, 0.885], [-3.930, 1.816, 1.519], [-0.827, 0.472, -0.445], [1.247, -2.861, -0.923], [1.447, -0.408, -0.568]], "lowdin_charge": [0.010, -0.203, -0.107, -0.394, -0.252, -0.159, 0.017, 0.067, 0.020], "charge": -1, "homo_ha": [-0.1130, -0.1129], "e_above_lowest_kj_mol": 136.6, "orbital_gap_ev": [6.42, 6.41]}

---

[3]
{"formula": "H3N4O2", "method": "ωB97M-V/def2-TZVPD", "species": ["N", "N", "N", "N", "O", "O", "H", "H", "H"], "positions_angstrom": [[1.9735, 0.6634, -0.9226], [-0.3367, -0.3199, 0.0877], [0.1980, 0.1374, -1.0688], [2.6058, 0.0697, -0.0324], [2.1561, -1.0615, 0.4062], [3.7768, 0.4480, 0.2620], [0.3490, -0.8377, 0.5863], [-0.7509, 0.5616, 0.6380], [0.5840, -0.6412, -1.5752]], "forces_ev_per_a": [[4.845, 1.244, 0.175], [-2.508, 3.050, 0.917], [-6.378, -0.002, -1.071], [1.003, -0.924, -1.200], [0.411, 0.029, 0.181], [0.060, 0.522, 1.137], [0.776, -0.548, 1.118], [1.363, -2.807, -1.415], [0.429, -0.564, 0.158]], "lowdin_charge": [0.109, -0.112, -0.185, -0.631, -0.163, -0.138, -0.004, 0.116, 0.008], "charge": -1, "homo_ha": [-0.0380, -0.1512], "multiplicity": 3, "e_above_lowest_kj_mol": 250.3, "orbital_gap_ev": [5.91, 7.52]}

---

[4]
{"formula": "H3NO2", "method": "ωB97M-V/def2-TZVPD", "species": ["N", "O", "O", "H", "H", "H"], "positions_angstrom": [[1.0535, 0.1093, -0.0368], [-1.8755, 0.3100, 0.2829], [0.1843, -0.7095, 0.2596], [1.6107, 0.5106, 0.6193], [1.1464, 0.3998, -0.9858], [-2.1193, -0.6201, -0.1392]], "forces_ev_per_a": [[-0.225, 0.227, -2.623], [-1.354, -2.254, -1.275], [-1.180, -2.220, 0.924], [1.956, 1.287, 2.535], [0.049, 0.333, -0.788], [0.755, 2.627, 1.228]], "lowdin_charge": [-0.031, -0.093, -0.126, 0.074, 0.110, 0.066], "homo_ha": [-0.3179, -0.3761], "multiplicity": 3, "e_above_lowest_kj_mol": 180.2, "orbital_gap_ev": [9.75, 8.98]}

---

[5]
{"formula": "H3NO3Si", "method": "ωB97M-V/def2-TZVPD", "species": ["N", "O", "O", "O", "Si", "H", "H", "H"], "positions_angstrom": [[-1.1890, -0.0830, -0.1219], [-2.1107, -0.8582, -0.0608], [-1.4065, 1.1644, 0.0367], [1.2217, 1.0134, 0.0199], [1.0531, -0.5469, 0.0004], [0.4203, 1.4505, 0.2161], [1.0510, -0.8881, -1.3683], [0.9601, -1.2522, 1.2779]], "forces_ev_per_a": [[0.298, 1.500, 1.329], [0.317, -0.413, -0.413], [0.992, -1.840, -0.434], [3.373, 0.219, 0.052], [-3.848, 0.785, 0.128], [-2.403, 1.538, 0.424], [0.753, -1.343, -0.867], [0.518, -0.445, -0.218]], "lowdin_charge": [-0.382, -0.026, -0.098, -0.219, 0.778, -0.008, -0.026, -0.020], "homo_ha": -0.3614, "e_above_lowest_kj_mol": 125.5, "orbital_gap_ev": 8.91}

---

[6]
{"formula": "H3NOSSi", "method": "ωB97M-V/def2-TZVPD", "species": ["N", "O", "Si", "S", "H", "H", "H"], "positions_angstrom": [[3.4109, 0.4158, 0.0504], [0.4224, 0.1148, 0.1018], [-1.2551, -0.0046, 0.0485], [2.1852, -0.3495, 0.0883], [-1.4943, 1.2163, -0.8823], [-1.3850, -0.4445, 1.5195], [-1.8842, -0.9484, -0.9262]], "forces_ev_per_a": [[-1.569, 0.178, 0.033], [1.797, -0.183, -0.248], [1.579, 0.409, -0.897], [-0.665, -0.429, -0.051], [-0.507, -0.251, 1.560], [-0.905, 0.754, -0.990], [0.269, -0.478, 0.594]], "lowdin_charge": [-0.396, -0.808, 0.490, 0.901, -0.050, -0.039, -0.099], "homo_ha": -0.3781, "e_above_lowest_kj_mol": 161.3, "orbital_gap_ev": 9.37}